1.
The following is a DFT calculation (ωB97M-V/def2-TZVPD) of a 4-piece molecular cluster, C4H14NO3 overall.

Computed properties:
total charge: +1
orbital gap: 8.965 eV
HOMO: -13.5 eV
LUMO energy: -0.1664 hartree

Positions of all 22 atoms, in Å:
C 1.53488 -0.85871 0.35029
C 0.29180 -0.07030 0.14688
C -0.39248 0.48831 1.12910
C -0.83093 1.05443 -1.66408
N -0.05767 0.13739 -1.22954
H 2.21556 -0.48934 1.12340
H 1.39549 -1.93017 0.48413
H 2.31403 -0.74062 -0.41872
H -1.20745 1.18675 0.97038
H -0.36299 0.19516 2.16979
H -1.24437 1.04957 -2.64416
H -1.06498 1.90322 -1.03850
H 0.28174 -0.48346 -1.97945
H -2.73239 -1.09149 6.26755
H -1.51137 -1.41299 6.97104
O -1.79269 -1.19736 6.06976
H 1.82229 2.84376 -3.08255
H 0.94411 3.79045 -2.35091
O 1.21253 2.87119 -2.33714
H -0.67709 -2.27136 -3.62729
H -0.05183 -2.90710 -2.41902
O -0.08620 -2.06732 -2.89096

=====

2.
The following is a DFT calculation (ωB97M-V/def2-TZVPD) of a 2-piece molecular cluster, C4H14NO3 overall.

Computed properties:
total charge: +1
orbital gap: 11.063 eV
HOMO: -14.3 eV
LUMO energy: -0.1202 hartree

Positions of all 22 atoms, in Å:
C -1.02824 1.46790 -0.13201
O -1.19350 0.80800 1.10171
C 0.27953 0.92241 -0.78272
C -0.01882 -0.47376 -1.42570
C -0.83049 -1.50811 -0.67658
O 1.24801 -1.06661 -1.68235
N 1.30118 0.82173 0.24070
H -1.88364 1.37844 -0.79898
H -0.92376 2.57774 0.00421
H -2.04668 1.17702 1.36746
H 0.53122 1.62715 -1.55051
H -0.55192 -0.24308 -2.31301
H -1.80632 -1.69186 -1.05056
H -0.88146 -1.46496 0.42130
H -0.36473 -2.49649 -1.08177
H 1.80603 -0.49794 -2.23397
H 2.28754 0.67901 -0.00637
H 1.15407 -0.00547 0.86414
H 1.26997 1.62777 0.86389
H -0.07455 -0.97262 3.35461
H 1.26337 -1.53736 2.94890
O 0.46320 -1.12887 2.56759

=====

Stability, lowest: 1

=====

1.
The following is a DFT calculation (ωB97M-V/def2-TZVPD) of a single CH3ClOS2 molecule.

Computed properties:
orbital gap: 9.184 eV
HOMO: -9.2 eV
LUMO energy: -0.0020 hartree
SMILES: OCSSCl

Positions of all 8 atoms, in Å:
O 1.04616 -0.21322 -1.28129
C 0.93902 -0.11235 0.07611
S -0.55322 -1.11020 0.77561
S -2.07293 -0.07119 0.06001
Cl -2.29752 1.51077 1.33302
H 0.29041 -0.26382 -1.92732
H 1.82475 -0.62909 0.50416
H 0.82333 0.88910 0.45971

=====

2.
The following is a DFT calculation (ωB97M-V/def2-TZVPD) of a single CH3ClOS2 molecule.

Computed properties:
orbital gap: 9.684 eV
HOMO: -9.8 eV
LUMO energy: -0.0056 hartree

Positions of all 8 atoms, in Å:
C -1.15462 -0.04045 -0.23185
O 0.98318 -0.14009 1.69557
S 0.17706 -1.01037 -1.03826
S 1.71891 -0.61618 0.36989
Cl 2.45141 1.14713 -0.31515
H -1.21736 -0.01041 0.82351
H -2.12241 -0.25501 -0.76573
H -0.83618 0.92537 -0.53798

=====

Stability, lowest: 2

=====

1.
The following is a DFT calculation (ωB97M-V/def2-TZVPD) of a 2-piece molecular cluster, C3H11N2 overall.

Computed properties:
total charge: +1
orbital gap: 10.204 eV
HOMO: -13.6 eV
LUMO energy: -0.1259 hartree

Positions of all 16 atoms, in Å:
C -0.69661 2.70262 -0.18795
N -0.97041 1.62506 0.43389
H -0.06825 3.55752 0.10174
H -0.92534 2.59009 -1.25835
H -0.01520 0.08044 0.19233
H -1.36697 1.65726 1.37312
C 0.89508 -1.34245 -1.29536
N 0.10786 -0.92486 -0.08745
C 0.45240 -1.67105 1.13903
H 1.93932 -1.23319 -0.99075
H 0.54662 -2.33369 -1.57656
H 0.76443 -0.60624 -2.07952
H -0.83314 -1.24572 -0.34190
H 0.64524 -2.73392 0.96580
H -0.24160 -1.62813 1.98527
H 1.51140 -1.48422 1.40274

=====

2.
The following is a DFT calculation (ωB97M-V/def2-TZVPD) of C3H11N2 as an isolated structure.

Computed properties:
total charge: +1
orbital gap: 6.418 eV
HOMO: -15.1 eV
LUMO energy: -0.3197 hartree

Positions of all 16 atoms, in Å:
N 0.54811 1.54142 -1.88457
C 0.48641 0.27519 -1.47386
C -0.96004 -0.03977 -0.93409
N -1.03051 -1.35568 -0.32714
C -0.24844 -1.16464 1.16375
H 1.29083 1.71438 2.50711
H 1.16690 1.77413 -2.65888
H 0.96516 1.79092 3.17930
H 0.73705 -0.52004 -2.21081
H 0.98423 -0.15447 -0.58361
H -1.04974 0.78249 -0.21476
H -1.65721 0.16945 -1.74193
H -1.45918 -1.27015 0.65371
H -0.46112 -0.53121 2.05416
H 0.82772 -0.80085 0.95573
H -0.14017 -2.21117 1.51589

=====

Stability, lowest: 2

=====

1.
The following is a DFT calculation (ωB97M-V/def2-TZVPD) of a 2-piece molecular cluster, C3H11N2 overall.

Computed properties:
total charge: +1
orbital gap: 9.863 eV
HOMO: -13.8 eV
LUMO energy: -0.1456 hartree

Positions of all 16 atoms, in Å:
C -0.30450 -1.40507 1.05906
N -0.39697 -0.77524 2.18082
H -1.15186 -1.72927 0.50274
H 0.65837 -1.75231 0.72490
H 0.25849 -0.58441 2.92179
H -1.36090 -0.51154 2.40620
C -0.82375 1.01887 -0.52078
N 0.09538 -0.07637 -0.76859
C 1.39988 0.44463 -1.24255
H -1.89220 0.70753 -0.43573
H -0.57078 1.96807 -0.04392
H -0.98256 1.56935 -1.47492
H -0.33128 -0.69425 -1.52396
H 1.78903 1.13909 -0.47087
H 1.36896 0.89556 -2.21765
H 2.24467 -0.21464 -1.09654

=====

2.
The following is a DFT calculation (ωB97M-V/def2-TZVPD) of a 2-piece molecular cluster, C3H11N2 overall.

Computed properties:
total charge: +1
orbital gap: 11.939 eV
HOMO: -15.0 eV
LUMO energy: -0.1137 hartree

Positions of all 16 atoms, in Å:
C -0.10727 -0.16203 2.87633
N 0.11751 0.66561 1.94712
H -0.40444 -1.17702 2.62629
H 0.02692 0.12777 3.91649
H 0.59954 1.49227 2.29673
H -0.18378 0.51453 0.24022
C 0.90523 -0.96869 -1.96028
C -0.08712 0.16672 -1.98526
N -0.75733 0.29863 -0.63921
H 1.73190 -0.81239 -1.26681
H 1.39212 -1.04850 -2.92966
H 0.45316 -1.90418 -1.65565
H -0.84507 0.08530 -2.75695
H 0.45295 1.10460 -2.11996
H -1.22418 -0.59595 -0.47693
H -1.50891 0.98908 -0.67218

=====

3.
The following is a DFT calculation (ωB97M-V/def2-TZVPD) of a 2-piece molecular cluster, C3H11N2 overall.

Computed properties:
total charge: +1
orbital gap: 8.432 eV
HOMO: -13.8 eV
LUMO energy: -0.1959 hartree

Positions of all 16 atoms, in Å:
C -0.00355 -3.06893 -2.39328
C 0.78442 -2.48782 -1.22755
H -0.68956 -2.29609 -2.75405
H -0.60554 -3.92995 -2.11276
H 0.62105 -3.26716 -3.25832
H 0.17648 -2.15168 -0.39557
H 1.65912 -3.07715 -0.98677
H 1.26594 -1.58856 -1.63583
N 0.13837 1.93937 1.00938
C -0.60648 2.97102 1.49178
N -0.94503 3.18057 2.73398
H 0.98209 2.43339 0.71190
H 0.20111 1.08922 1.55431
H -0.87629 3.71520 0.75906
H -1.04422 4.11566 3.10701
H -1.05792 2.42291 3.39671

=====

Stability, lowest: 1